Entry 1:
{"formula": "C29H36F9N2O", "method": "ωB97M-V/def2-TZVPD", "total_energy_ev": -60132.2492, "de_lowest_ev": 2.4424, "multiplicity": 1, "gap_ev": 8.15, "fmax_ha_per_bohr": 0.060, "total_charge": 1, "species": ["C", "C", "C", "C", "N", "C", "C", "C", "C", "N", "C", "C", "F", "F", "C", "F", "F", "C", "F", "F", "C", "F", "F", "F", "C", "O", "C", "C", "C", "C", "C", "C", "C", "C", "C", "H", "H", "H", "H", "H", "H", "H", "H", "H", "H", "H", "H", "H", "H", "H", "H", "H", "H", "H", "H", "H", "H", "H", "H", "H", "H", "H", "H", "H", "H", "C", "C", "C", "C", "C", "C", "H", "H", "H", "H", "H", "H"], "coordinates": [[2.628, 1.991, -0.431], [2.397, 1.372, 0.743], [1.010, 1.103, 1.397], [0.255, -0.199, 0.882], [-0.869, 0.193, -0.006], [-0.491, 1.122, -1.099], [-1.735, 1.155, -2.127], [-2.260, 2.640, -2.320], [-3.678, 2.533, -3.020], [-0.332, -0.914, 2.059], [-0.907, -2.265, 1.785], [-2.477, -2.220, 1.991], [-2.614, -1.889, 3.349], [-3.078, -1.191, 1.322], [-3.189, -3.616, 1.819], [-4.102, -3.708, 2.860], [-2.344, -4.679, 2.030], [-4.050, -3.805, 0.512], [-3.994, -5.152, 0.203], [-3.594, -3.144, -0.589], [-5.590, -3.465, 0.673], [-5.798, -2.237, 1.219], [-6.289, -4.439, 1.273], [-6.084, -3.378, -0.606], [-0.427, -2.975, 0.458], [0.227, -2.159, -0.511], [1.149, -1.224, 0.082], [2.305, -1.901, 0.909], [3.371, -2.395, -0.132], [3.372, -3.709, -0.724], [4.367, -4.078, -1.713], [5.398, -3.153, -2.173], [6.437, -3.547, -3.271], [5.405, -1.840, -1.554], [4.417, -1.476, -0.572], [3.543, 1.741, -1.024], [1.936, 2.719, -0.914], [3.287, 0.973, 1.291], [0.377, 2.032, 1.351], [1.209, 0.956, 2.502], [-1.531, 0.692, 0.599], [0.384, 0.798, -1.702], [-0.397, 2.186, -0.740], [-2.556, 0.528, -1.680], [-1.440, 0.662, -3.083], [-1.508, 3.158, -2.961], [-2.335, 3.108, -1.310], [-3.887, 3.432, -3.641], [-3.656, 1.587, -3.626], [-4.469, 2.373, -2.244], [-0.990, -0.256, 2.517], [0.429, -1.029, 2.748], [-0.563, -2.919, 2.632], [-1.225, -3.540, -0.086], [0.322, -3.761, 0.762], [1.638, -0.717, -0.786], [1.984, -2.714, 1.604], [2.861, -1.155, 1.541], [2.607, -4.468, -0.457], [4.377, -5.080, -2.199], [7.117, -2.702, -3.525], [6.958, -4.503, -3.043], [5.828, -3.737, -4.200], [6.188, -1.109, -1.853], [4.451, -0.451, -0.138], [-0.040, 5.204, 0.759], [0.510, 6.433, 1.099], [-0.265, 7.385, 1.748], [-1.589, 7.105, 2.065], [-2.137, 5.874, 1.729], [-1.366, 4.924, 1.073], [0.561, 4.459, 0.248], [1.544, 6.650, 0.858], [0.162, 8.346, 2.007], [-2.192, 7.846, 2.575], [-3.169, 5.656, 1.980], [-1.793, 3.964, 0.804]]}


Entry 2:
{"formula": "C29H36FN3O2Sn", "method": "ωB97M-V/def2-TZVPD", "total_energy_ev": -47768.3710, "de_lowest_ev": 1.6246, "multiplicity": 1, "gap_ev": 7.01, "fmax_ha_per_bohr": 0.016, "species": ["Sn", "C", "C", "C", "C", "C", "C", "C", "H", "H", "H", "H", "H", "H", "H", "H", "C", "C", "C", "C", "C", "C", "C", "C", "C", "C", "C", "C", "N", "C", "C", "C", "C", "C", "C", "F", "H", "H", "H", "H", "H", "H", "H", "H", "H", "H", "H", "H", "H", "H", "H", "H", "H", "H", "H", "H", "H", "C", "C", "N", "O", "C", "C", "N", "O", "H", "H", "H", "H", "H", "H", "H"], "coordinates": [[-0.171, 0.101, 0.140], [0.851, -4.267, -0.967], [0.159, -3.688, 0.236], [0.839, -2.849, 1.116], [0.196, -2.314, 2.229], [-1.137, -2.608, 2.480], [-1.815, -3.461, 1.622], [-1.170, -3.997, 0.514], [1.336, -5.211, -0.708], [1.616, -3.586, -1.340], [0.134, -4.462, -1.764], [1.886, -2.624, 0.939], [0.740, -1.685, 2.919], [-1.624, -2.181, 3.348], [-2.850, -3.715, 1.816], [-1.711, -4.652, -0.158], [3.212, 0.919, 4.867], [2.386, 0.110, 3.851], [3.018, 0.268, 2.469], [0.902, 0.453, 4.031], [0.362, 0.038, 5.251], [-0.930, 0.341, 5.630], [-1.731, 1.077, 4.774], [-1.265, 1.466, 3.527], [-2.201, 2.239, 2.617], [-2.574, 3.597, 3.217], [-3.462, 1.426, 2.299], [0.058, 1.136, 3.136], [0.452, 1.483, 1.816], [0.877, 2.764, 1.579], [1.335, 3.681, 2.541], [1.778, 4.942, 2.173], [1.755, 5.353, 0.847], [1.261, 4.486, -0.121], [0.846, 3.239, 0.268], [0.326, 2.372, -0.669], [4.264, 0.636, 4.800], [2.878, 0.736, 5.887], [3.130, 1.989, 4.671], [2.494, -0.944, 4.134], [2.978, 1.297, 2.120], [2.537, -0.362, 1.721], [4.070, -0.019, 2.535], [0.982, -0.550, 5.919], [-1.306, 0.007, 6.589], [-2.735, 1.345, 5.083], [-1.690, 2.434, 1.677], [-3.089, 3.479, 4.173], [-3.238, 4.133, 2.537], [-1.682, 4.205, 3.375], [-4.060, 1.268, 3.199], [-3.201, 0.447, 1.889], [-4.077, 1.957, 1.570], [1.331, 3.384, 3.581], [2.151, 5.609, 2.940], [2.109, 6.335, 0.566], [1.188, 4.768, -1.163], [-0.402, -2.031, -4.419], [-0.240, -1.293, -3.123], [-1.102, -1.404, -2.182], [-2.164, -2.237, -2.520], [0.923, -0.438, -2.931], [1.777, -0.042, -4.096], [1.268, -0.004, -1.735], [2.329, 0.681, -1.604], [-0.980, -2.937, -4.256], [0.567, -2.283, -4.843], [-0.951, -1.420, -5.138], [-2.618, -2.358, -1.678], [1.197, -0.015, -5.017], [2.630, -0.712, -4.229], [2.182, 0.949, -3.889]]}


Entry 3:
{"formula": "C29H36GeNPdS5SeSi", "method": "ωB97M-V/def2-TZVPD", "total_energy_ev": -219544.4690, "de_lowest_ev": 0.3103, "multiplicity": 4, "gap_ev": [7.00, 5.28], "fmax_ha_per_bohr": 0.014, "species": ["Pd", "C", "C", "C", "C", "C", "N", "H", "H", "H", "H", "H", "H", "H", "H", "H", "C", "Si", "C", "C", "Se", "H", "H", "H", "H", "H", "H", "H", "H", "H", "C", "S", "C", "C", "S", "S", "C", "S", "S", "H", "H", "H", "C", "Ge", "C", "C", "C", "C", "C", "C", "C", "C", "C", "C", "C", "C", "C", "C", "C", "C", "H", "H", "H", "H", "H", "H", "H", "H", "H", "H", "H", "H", "H", "H", "H"], "coordinates": [[0.474, 0.955, 0.260], [-0.360, -0.640, 5.280], [0.415, -1.566, 4.332], [1.806, -1.883, 4.893], [-0.376, -2.855, 4.077], [0.582, -0.867, 3.050], [0.718, -0.319, 2.052], [-0.471, -1.141, 6.243], [-1.353, -0.426, 4.889], [0.167, 0.300, 5.439], [1.690, -2.403, 5.845], [2.382, -0.973, 5.062], [2.364, -2.528, 4.214], [-0.535, -3.358, 5.031], [0.171, -3.526, 3.413], [-1.343, -2.648, 3.618], [3.952, 0.215, 1.202], [4.041, 0.248, -0.668], [4.978, -1.244, -1.310], [4.863, 1.833, -1.233], [1.934, 0.211, -1.562], [4.962, 0.199, 1.623], [3.418, -0.663, 1.559], [3.433, 1.097, 1.580], [6.004, -1.237, -0.933], [5.020, -1.249, -2.401], [4.498, -2.170, -0.988], [5.893, 1.897, -0.870], [4.315, 2.693, -0.844], [4.878, 1.910, -2.322], [0.255, 2.493, -3.140], [-0.147, 2.878, -1.426], [1.189, 3.901, -0.949], [1.625, 3.885, 0.323], [1.035, 2.844, 1.590], [2.981, 4.934, 0.666], [3.184, 5.579, -0.935], [4.299, 6.708, -1.324], [2.026, 4.947, -2.064], [-0.567, 1.871, -3.491], [1.194, 1.942, -3.190], [0.293, 3.404, -3.734], [-2.963, 1.406, 1.448], [-2.014, 0.285, 0.140], [-2.228, -1.600, 0.676], [-1.238, -2.552, 0.429], [-1.417, -3.883, 0.781], [-2.590, -4.284, 1.405], [-3.575, -3.348, 1.682], [-3.393, -2.018, 1.321], [-2.766, 0.659, -1.639], [-3.699, 1.661, -1.744], [-4.264, 2.025, -2.986], [-3.891, 1.373, -4.124], [-2.923, 0.340, -4.077], [-2.496, -0.319, -5.256], [-1.527, -1.280, -5.208], [-0.939, -1.625, -3.974], [-1.343, -1.014, -2.822], [-2.347, -0.016, -2.829], [-4.035, 1.193, 1.478], [-2.823, 2.458, 1.204], [-2.539, 1.237, 2.439], [-0.311, -2.255, -0.037], [-0.640, -4.608, 0.566], [-2.733, -5.323, 1.679], [-4.492, -3.654, 2.172], [-4.183, -1.306, 1.534], [-4.020, 2.199, -0.857], [-4.997, 2.821, -3.027], [-4.322, 1.641, -5.082], [-2.949, -0.038, -6.199], [-1.202, -1.772, -6.116], [-0.155, -2.372, -3.942], [-0.870, -1.277, -1.890]]}